The following is a quantum chemistry calculation of a cluster of 9 separate species, C34H91N5O10 in total at a distorted geometry, from OMol25.

Calculated values
HOMO-LUMO gap = 0.346 Ha
E = -2375.83257 a.u.
energy relative to the best compared isomer or geometry (same formula, charge and spin) = 545.6 kJ/mol
lowest unoccupied orbital energy = 0.0119 Ha
M = 730.13 g mol⁻¹
SMILES = COC[C@H](C)N.COC[C@H](C)N.COC[C@H](C)N.COC[C@H](C)N.COCCNCCOC.CC(C)O.CC(C)O.CC(C)O.CC(C)O
HOMO energy = -9.10 eV
total charge = 0

Last column: Mulliken charge in e.
Element x y z (Å)
N 11.154 -12.160 9.768  -0.276
C 3.462 -12.222 24.014  -1.250
H 10.737 -16.179 11.268  0.296
H 10.732 -11.237 5.752  0.286
H 3.801 -18.659 19.665  0.351
C 13.290 -7.799 15.702  -1.346
H 5.328 -11.767 26.071  0.399
H 10.350 -9.435 8.881  0.285
H 0.115 -17.487 4.967  0.326
H 0.788 -17.874 7.148  0.436
H 1.171 -17.355 17.518  0.357
H 6.110 -11.418 24.648  0.350
H 11.656 -9.837 13.652  0.236
H -2.359 -8.655 11.827  0.230
C 1.410 -16.215 8.364  0.624
H 3.280 -11.247 13.949  0.276
C 12.593 -8.265 14.409  0.287
H 1.720 -14.187 9.125  0.403
H 6.627 -10.756 14.947  0.342
H 11.266 -12.447 6.988  0.258
C 5.649 -12.265 25.156  -1.426
H 3.743 -5.033 18.136  0.423
H -6.756 -8.950 15.386  0.317
N -5.014 -7.189 16.566  -0.700
H 12.639 -7.984 16.556  0.380
C 15.520 -9.362 12.298  -0.800
H 1.185 -19.970 20.422  0.293
C 4.616 -13.086 24.388  0.560
C 2.904 -4.407 20.151  0.546
O 12.375 -15.691 10.339  -0.366
H 4.503 -12.137 17.521  0.374
C 13.628 -8.442 13.249  -0.731
H 0.357 -14.316 8.134  0.333
H 6.213 -4.797 17.547  0.339
H -1.482 -17.430 5.600  0.298
H 6.435 -12.869 25.610  0.338
H -4.176 -6.901 17.050  0.251
C 0.347 -16.950 7.522  -0.947
O 5.704 -10.685 14.694  -0.530
C 2.075 -17.537 18.099  -1.167
H -2.238 -10.537 17.577  0.319
C 9.904 -11.644 9.188  -0.710
C 12.315 -14.264 10.521  -0.467
O 5.268 -4.520 19.355  -0.321
H 3.822 -11.676 23.142  0.320
H -0.530 -17.343 8.035  0.501
H 4.872 -10.547 17.120  0.311
C -2.272 -7.944 11.006  0.490
H 5.023 -12.701 14.981  0.223
H -0.481 -8.947 10.250  0.326
H 3.752 -5.690 21.746  0.291
H 2.664 -18.269 17.547  0.265
C -1.779 -6.577 11.457  -1.139
H 12.410 -13.864 11.531  0.315
H 13.097 -8.667 12.324  0.418
H 3.312 -10.271 15.449  0.311
H -1.021 -16.153 4.477  0.234
O 14.713 -9.334 13.468  -0.320
H 0.213 -14.919 9.703  0.344
H 6.092 -11.804 17.034  0.339
C 3.992 -5.046 19.197  -0.825
H 4.216 -13.957 24.908  0.314
C 11.036 -13.642 9.983  -0.613
H 0.990 -5.057 20.704  0.250
H 0.564 -19.677 18.729  0.358
H 13.969 -7.451 12.949  0.406
H 12.440 -11.376 6.241  0.218
H -1.699 -5.901 10.606  0.287
H 4.021 -6.111 19.431  0.349
H -0.887 -6.720 12.067  0.344
H 14.175 -8.434 15.746  0.279
H 15.966 -8.431 11.949  0.331
H 6.508 -6.186 18.572  0.302
H -4.279 -9.653 16.320  0.331
C 1.408 -19.613 19.417  -1.212
H 12.520 -10.182 14.934  0.311
N 1.559 -4.819 19.905  -0.709
H 2.498 -12.692 23.818  0.343
C 11.407 -11.445 6.582  -0.589
H 13.148 -13.827 9.969  0.314
H 10.260 -13.895 10.706  0.339
H 2.789 -14.982 7.732  0.248
H 4.842 -14.349 23.024  0.318
C -5.587 -8.308 17.307  0.389
H -2.399 -6.081 12.203  0.325
H 2.547 -16.571 17.919  0.316
H 2.223 -16.009 6.646  0.336
H -5.982 -7.896 18.236  0.277
H 16.299 -10.123 12.350  0.308
H 2.301 -4.926 22.297  0.416
H 1.647 -5.725 19.466  0.259
H 3.167 -11.625 24.877  0.297
N 11.841 -9.517 14.592  -0.733
H -7.617 -7.929 16.668  0.400
H -2.040 -9.621 9.762  0.307
O -0.030 -16.074 6.370  -0.355
H 11.822 -7.527 14.187  0.337
H -4.172 -7.774 11.303  0.314
C 6.336 -5.110 18.584  -0.808
H 9.085 -11.531 9.898  0.420
O 5.305 -13.542 23.259  -0.561
H 2.563 -11.778 15.544  0.367
H -5.736 -6.494 16.687  0.245
H 1.670 -16.854 9.207  0.219
C 3.385 -11.276 15.033  -1.189
C 5.059 -11.565 16.779  -1.269
H -1.565 -8.251 8.939  0.330
H 10.693 -14.042 9.029  0.367
O -3.559 -7.684 10.569  -0.567
C 3.163 -4.779 21.647  -1.325
H -4.941 -10.314 17.883  0.368
C -4.547 -9.445 17.356  -0.663
C 1.918 -18.153 19.449  0.355
H -1.570 -9.474 18.769  0.251
C -1.492 -8.694 9.932  -1.250
H 13.616 -6.761 15.629  0.349
H 11.897 -12.107 9.086  0.266
C -6.822 -8.635 16.428  -1.400
H 9.304 -10.166 7.702  0.327
C 10.145 -10.372 8.363  -0.508
C 0.921 -14.884 8.874  -1.497
H -7.350 -9.445 16.931  0.391
C 11.802 -16.389 11.363  -0.678
C 4.898 -11.660 15.279  0.445
H 12.076 -16.153 12.392  0.295
O 3.209 -18.014 20.060  -0.548
C -2.511 -9.896 18.415  -0.785
H 2.098 -20.229 18.841  0.351
O -3.388 -8.868 18.021  -0.292
H 15.005 -9.675 11.391  0.288
H 1.085 -17.621 19.909  0.281
H -2.952 -10.593 19.127  0.303
H 9.621 -12.402 8.457  0.376
H 11.998 -17.427 11.097  0.244
H 7.233 -4.530 18.801  0.289
H 3.824 -4.055 22.125  0.290
N 2.573 -15.959 7.592  -0.738
O 11.322 -10.515 7.639  -0.398
C -0.659 -16.788 5.285  -0.764
H 3.076 -3.337 20.039  0.235

Atoms 1-2, force components in eV/Å:
-0.28 -1.08 1.36
-0.93 0.62 0.06